# 1
DFT (ωB97M-V/def2-TZVPD) results for 2 unconnected molecules or ions with the total composition C2H6Se at a distorted geometry.

ORCA input file:
```
! wB97M-V def2-TZVPD RIJCOSX def2/J DEFGRID3
* xyz 0 1
Se 2.10 -0.26 0.07
C 0.59 0.87 0.07
C -1.20 -0.52 0.21
H 0.52 1.49 0.95
H 0.40 1.37 -0.87
H -1.94 0.05 -0.32
H 1.70 -1.02 -1.11
H -0.84 -1.41 -0.27
H -1.32 -0.56 1.27
*
```

Properties
HOMO level: -8.0 eV
lowest unoccupied orbital energy: 0.758 eV
frontier orbital gap: 8.793 eV
energy above the lowest of the compared OMol25 structures with the same formula, charge and spin: 2.079 eV

---

# 2
DFT (ωB97M-V/def2-TZVPD) results for a molecular structure, C2H7AlO2 at a distorted geometry.

ORCA input file:
```
! wB97M-V def2-TZVPD RIJCOSX def2/J DEFGRID3
* xyz 0 1
Al 1.30 0.31 0.01
O -1.12 1.01 0.15
O 0.41 -1.08 0.09
C -0.25 1.94 0.75
C 0.29 -2.07 -0.97
H 0.66 2.04 0.13
H -1.41 0.29 0.85
H 0.79 -1.80 -1.92
H 0.20 1.90 1.76
H -0.90 2.80 0.96
H -0.76 -2.35 -1.16
H 0.80 -2.99 -0.66
*
```

Properties
HOMO level: -7.3 eV
lowest unoccupied orbital energy: 0.713 eV
frontier orbital gap: 8.003 eV

---

# 3
DFT (ωB97M-V/def2-TZVPD) results for a molecular structure, C2H7BF2N2NaO3S at a distorted geometry.

ORCA input file:
```
! wB97M-V def2-TZVPD RIJCOSX def2/J DEFGRID3
* xyz 1 1
S 0.51 -0.11 2.41
Na 2.33 -0.83 -3.18
F 1.85 1.68 1.38
F -0.51 0.90 2.96
O -0.55 2.21 0.21
O -0.10 -1.34 2.11
O 1.56 -0.18 3.32
N -0.21 0.21 -1.12
N 1.15 0.53 0.98
C 0.62 -1.01 -1.18
C -1.66 -0.23 -1.11
B 0.08 1.03 0.03
H 0.38 -1.53 -2.13
H 0.40 -1.71 -0.37
H -1.71 -1.31 -1.21
H -2.13 0.06 -0.17
H -1.52 2.13 0.21
H 1.70 -0.77 -1.19
H -2.18 0.27 -1.93
*
```

Properties
HOMO level: -13.9 eV
lowest unoccupied orbital energy: -5.128 eV
frontier orbital gap: 8.769 eV

---

# 4
DFT (ωB97M-V/def2-TZVPD) results for 2 unconnected molecules or ions with the total composition C2H7BO at a distorted geometry.

ORCA input file:
```
! wB97M-V def2-TZVPD RIJCOSX def2/J DEFGRID3
* xyz 0 1
O -0.66 1.43 -2.03
C -1.39 -0.34 0.73
C 1.46 -0.14 0.11
B -0.06 -0.01 0.23
H 0.35 1.29 -2.09
H -1.38 -0.56 1.81
H 1.97 0.37 1.01
H 1.69 -1.20 0.25
H -2.33 0.26 0.56
H -1.59 -1.30 0.18
H 1.95 0.21 -0.77
*
```

Properties
HOMO level: -7.8 eV
lowest unoccupied orbital energy: -0.117 eV
frontier orbital gap: 7.731 eV
energy above the lowest of the compared OMol25 structures with the same formula, charge and spin: 5.073 eV

---

# 5
DFT (ωB97M-V/def2-TZVPD) results for 2 unconnected molecules or ions with the total composition C2H7Cl2N2P at a distorted geometry.

ORCA input file:
```
! wB97M-V def2-TZVPD RIJCOSX def2/J DEFGRID3
* xyz 0 1
Cl -2.54 0.84 0.31
Cl -2.28 -2.20 -1.44
P -2.02 -1.09 0.29
N 0.49 0.91 0.27
N 0.28 -0.39 0.02
C 0.55 1.90 -0.84
C 0.71 -1.25 1.16
H 1.65 -1.67 0.90
H 0.57 -0.79 -0.92
H -0.02 -2.03 1.47
H 1.22 2.60 -0.43
H 0.71 -0.62 2.04
H -0.38 2.32 -1.00
H 1.05 1.48 -1.82
*
```

Properties
HOMO level (alpha / beta): -7.1 / -7.7 eV
lowest unoccupied orbital energy (alpha / beta): 0.309 / 0.037 eV
frontier orbital gap (alpha / beta): 7.390 / 7.757 eV
energy above the lowest of the compared OMol25 structures with the same formula, charge and spin: 3.424 eV

---

# 6
DFT (ωB97M-V/def2-TZVPD) results for 2 unconnected molecules or ions with the total composition C2H7Cl3NSi at a distorted geometry.

ORCA input file:
```
! wB97M-V def2-TZVPD RIJCOSX def2/J DEFGRID3
* xyz 1 1
Cl 2.88 -1.81 -2.02
Cl 1.05 -3.79 -0.02
Cl -0.45 -1.67 -2.19
Si 1.17 -2.08 -1.07
N -1.34 0.13 0.98
C 0.06 0.59 0.76
C 0.23 1.82 -0.05
H -1.92 0.85 0.65
H -0.72 2.34 -0.43
H -1.60 0.00 2.00
H 0.72 1.56 -1.03
H 0.87 2.59 0.40
H -1.57 -0.76 0.45
H 0.62 0.22 1.55
*
```

Properties
HOMO level (alpha / beta): -11.5 / -13.4 eV
lowest unoccupied orbital energy (alpha / beta): -4.873 / -4.574 eV
frontier orbital gap (alpha / beta): 6.601 / 8.820 eV
energy above the lowest of the compared OMol25 structures with the same formula, charge and spin: 2.664 eV

---

# 7
DFT (ωB97M-V/def2-TZVPD) results for a single C2H7ClSi2 molecule at a distorted geometry.

ORCA input file:
```
! wB97M-V def2-TZVPD RIJCOSX def2/J DEFGRID3
* xyz 0 1
Cl -3.53 -0.66 -0.01
Si 2.05 -0.40 0.22
Si -2.31 0.93 0.17
C -0.58 0.80 -0.19
C 0.14 -0.60 -0.16
H 0.02 1.60 -0.19
H 2.56 -1.49 -0.58
H -2.96 2.21 0.00
H 2.55 -0.81 1.51
H -0.05 -1.30 -0.99
H -0.31 -1.18 0.57
H 2.39 0.92 -0.34
*
```

Properties
HOMO level: -8.2 eV
lowest unoccupied orbital energy: -0.008 eV
frontier orbital gap: 8.178 eV
energy above the lowest of the compared OMol25 structures with the same formula, charge and spin: 2.420 eV
structure (SMILES): [SiH3]C/C=[SiH]\Cl

---

# 8
DFT (ωB97M-V/def2-TZVPD) results for a single C2H7FN2O3S molecule at a distorted geometry.

ORCA input file:
```
! wB97M-V def2-TZVPD RIJCOSX def2/J DEFGRID3
* xyz 0 1
S -0.55 0.41 -1.76
F 0.58 -0.48 -2.53
O -1.85 0.20 -2.45
O 1.51 -1.86 0.31
O -0.24 1.86 -1.77
N -1.97 0.38 0.27
N -0.75 -0.21 -0.14
C 0.30 0.31 0.77
C 1.64 -0.53 0.77
H 2.01 -0.57 1.83
H 0.57 1.37 0.57
H -0.10 0.28 1.81
H -1.76 1.28 0.70
H 2.43 0.01 0.20
H -2.45 -0.23 0.93
H 0.63 -2.21 0.49
*
```

Properties
HOMO level: -10.7 eV
lowest unoccupied orbital energy: 0.235 eV
frontier orbital gap: 10.978 eV
structure (SMILES): NN(CCO)S(=O)(=O)F

---

# 9
DFT (ωB97M-V/def2-TZVPD) results for a gas-phase ion, C2H7FN3 (charge +1) at a distorted geometry.

ORCA input file:
```
! wB97M-V def2-TZVPD RIJCOSX def2/J DEFGRID3
* xyz 1 1
F -2.42 0.06 -0.61
N 1.81 -0.44 -0.37
N -0.49 -0.43 0.43
N 0.29 1.60 -0.30
C -1.88 -0.11 0.62
C 0.26 0.44 -0.15
H -0.28 -1.44 0.30
H 1.36 -1.08 -1.00
H 2.47 -0.81 0.38
H -2.15 0.87 1.22
H -2.35 -1.11 1.01
H 0.88 2.37 -0.58
H 2.49 0.10 -0.94
*
```

Properties
HOMO level: -15.4 eV
lowest unoccupied orbital energy: -3.813 eV
frontier orbital gap: 11.599 eV
energy above the lowest of the compared OMol25 structures with the same formula, charge and spin: 0.241 eV
structure (SMILES): [H]/N=C(\[NH3+])NCF

---

# 10
DFT (ωB97M-V/def2-TZVPD) results for a single C2H7FN4 molecule at a distorted geometry.

ORCA input file:
```
! wB97M-V def2-TZVPD RIJCOSX def2/J DEFGRID3
* xyz 0 1
F -2.21 0.28 -0.47
N 0.69 -1.34 -0.12
N 1.22 1.70 -0.11
N 0.11 0.94 0.39
N 2.02 -1.02 0.00
C -0.16 -0.44 0.13
C -1.62 -0.69 0.29
H 2.68 -1.51 -0.72
H -0.74 1.41 0.35
H 2.24 -0.08 -0.13
H 1.25 2.42 0.66
H -1.99 -0.53 1.34
H -1.95 -1.72 0.05
H 0.81 2.25 -0.91
*
```

Properties
HOMO level: -8.1 eV
lowest unoccupied orbital energy: 0.836 eV
frontier orbital gap: 8.932 eV
energy above the lowest of the compared OMol25 structures with the same formula, charge and spin: 0.692 eV
structure (SMILES): N/N=C(/CF)NN

---

# 11
DFT (ωB97M-V/def2-TZVPD) results for 2 unconnected molecules or ions with the total composition C2H7N2 at a distorted geometry.

ORCA input file:
```
! wB97M-V def2-TZVPD RIJCOSX def2/J DEFGRID3
* xyz 1 1
N 0.02 0.10 1.09
N -0.15 -0.27 -1.65
C -0.87 -0.02 0.26
C 0.97 0.37 1.88
H -0.17 -1.23 -1.89
H 2.01 0.53 1.52
H -1.71 0.83 -0.05
H 0.91 -0.04 -1.80
H 0.82 0.21 2.92
H -0.51 0.43 -2.28
H -1.31 -0.90 0.02
*
```

Properties
HOMO level: -15.0 eV
lowest unoccupied orbital energy: -4.577 eV
frontier orbital gap: 10.428 eV
energy above the lowest of the compared OMol25 structures with the same formula, charge and spin: 3.249 eV

---

# 12
DFT (ωB97M-V/def2-TZVPD) results for a gas-phase ion, C2H7N2 (charge +1) at a distorted geometry.

ORCA input file:
```
! wB97M-V def2-TZVPD RIJCOSX def2/J DEFGRID3
* xyz 1 1
N -0.91 -1.09 0.85
N 0.26 1.08 0.89
C 0.32 0.08 -1.27
C 0.01 0.06 0.13
H -0.60 -1.16 1.80
H 0.84 1.77 0.35
H 0.06 1.06 1.93
H -1.06 -1.87 0.24
H 1.35 0.39 -1.45
H -0.44 0.63 -1.98
H 0.17 -0.95 -1.50
*
```

Properties
HOMO level: -15.7 eV
lowest unoccupied orbital energy: -4.753 eV
frontier orbital gap: 10.968 eV
energy above the lowest of the compared OMol25 structures with the same formula, charge and spin: 1.592 eV
structure (SMILES): CC(N)=[NH2+]

---

# 13
DFT (ωB97M-V/def2-TZVPD) results for a gas-phase ion, C2H7N2 (charge +1) at a distorted geometry.

ORCA input file:
```
! wB97M-V def2-TZVPD RIJCOSX def2/J DEFGRID3
* xyz 1 1
N -0.63 1.31 1.34
N 0.44 0.06 -0.28
C -0.63 0.39 0.39
C 0.55 -1.20 -1.02
H 0.39 -1.03 -2.09
H -1.43 1.89 1.52
H 1.28 0.58 -0.12
H 0.25 1.61 1.73
H -1.55 -0.13 0.18
H -0.23 -1.91 -0.75
H 1.55 -1.57 -0.89
*
```

Properties
HOMO level: -15.7 eV
lowest unoccupied orbital energy: -4.047 eV
frontier orbital gap: 11.642 eV
energy above the lowest of the compared OMol25 structures with the same formula, charge and spin: 0.246 eV
structure (SMILES): C/[NH+]=C/N

---

# 14
DFT (ωB97M-V/def2-TZVPD) results for a gas-phase ion, C2H7N2 (charge +1).

ORCA input file:
```
! wB97M-V def2-TZVPD RIJCOSX def2/J DEFGRID3
* xyz 1 1
N 1.04 -1.53 -0.81
N -0.79 1.36 0.68
C -0.11 0.06 0.52
C 0.38 -0.36 -0.64
H -0.90 1.83 -0.22
H -1.74 1.18 0.99
H 1.38 -2.08 -0.04
H 0.23 0.17 -1.58
H -0.31 1.99 1.33
H -0.12 -0.54 1.41
H 0.94 -2.07 -1.65
*
```

Properties
HOMO level: -13.4 eV
lowest unoccupied orbital energy: -3.700 eV
frontier orbital gap: 9.667 eV
energy above the lowest of the compared OMol25 structures with the same formula, charge and spin: 1.056 eV
structure (SMILES): N/C=C/[NH3+]

---

# 15
DFT (ωB97M-V/def2-TZVPD) results for 2 unconnected molecules or ions with the total composition C2H7N2O at a distorted geometry.

ORCA input file:
```
! wB97M-V def2-TZVPD RIJCOSX def2/J DEFGRID3
* xyz -1 1
O 0.35 0.19 -1.92
N 0.27 0.63 -0.67
N 1.51 -2.08 -0.70
C -0.89 0.69 -0.18
C -1.02 1.09 1.19
H -1.84 0.84 1.74
H -0.95 2.20 1.43
H -1.90 0.61 -0.76
H -0.19 0.73 1.79
H 0.92 -1.53 -1.47
H 1.27 -1.50 0.17
H 2.48 -1.88 -0.64
*
```

Properties
HOMO level: -2.6 eV
lowest unoccupied orbital energy: 4.385 eV
frontier orbital gap: 6.965 eV
energy above the lowest of the compared OMol25 structures with the same formula, charge and spin: 2.362 eV

---

# 16
DFT (ωB97M-V/def2-TZVPD) results for 2 unconnected molecules or ions with the total composition C2H7N2O at a distorted geometry.

ORCA input file:
```
! wB97M-V def2-TZVPD RIJCOSX def2/J DEFGRID3
* xyz -1 1
O -1.67 1.37 1.18
N -0.61 0.11 -0.44
N -1.56 0.37 0.39
C 1.06 -1.59 0.40
C 0.15 1.24 -0.91
H 0.63 -2.64 0.58
H 1.01 1.41 -0.31
H 1.90 -1.73 -0.30
H 1.41 -1.18 1.50
H -0.55 2.08 -0.60
H 0.43 1.04 -1.97
H -2.20 -0.46 0.48
*
```

Properties
HOMO level (alpha / beta): -1.3 / -0.9 eV
lowest unoccupied orbital energy (alpha / beta): 4.447 / 4.455 eV
frontier orbital gap (alpha / beta): 5.721 / 5.326 eV
energy above the lowest of the compared OMol25 structures with the same formula, charge and spin: 5.667 eV

---

# 17
DFT (ωB97M-V/def2-TZVPD) results for 2 unconnected molecules or ions with the total composition C2H7N2O at a distorted geometry.

ORCA input file:
```
! wB97M-V def2-TZVPD RIJCOSX def2/J DEFGRID3
* xyz 1 1
O 2.02 0.40 -0.18
N -2.71 0.25 0.06
N -0.76 -0.91 -0.15
C -1.43 0.22 -0.13
C 3.22 0.44 0.02
H 3.78 1.30 -0.14
H -3.02 -0.70 0.08
H -0.71 1.10 0.07
H -3.33 1.04 0.19
H 0.21 -0.89 0.00
H -1.16 -1.80 -0.12
H 3.89 -0.44 0.30
*
```

Properties
HOMO level: -14.0 eV
lowest unoccupied orbital energy: -3.711 eV
frontier orbital gap: 10.287 eV
energy above the lowest of the compared OMol25 structures with the same formula, charge and spin: 1.296 eV

---

# 18
DFT (ωB97M-V/def2-TZVPD) results for a gas-phase ion, C2H7N2O (charge +1) at a distorted geometry.

ORCA input file:
```
! wB97M-V def2-TZVPD RIJCOSX def2/J DEFGRID3
* xyz 1 1
O -0.89 0.60 -0.78
N 1.18 1.86 -1.12
N -0.44 -0.38 0.34
C -1.27 -1.68 0.55
C -0.26 1.44 -1.39
H -1.61 -1.71 1.53
H -0.39 0.24 1.12
H -2.19 -1.62 -0.10
H -0.88 -2.59 0.21
H 1.77 1.26 -0.58
H 1.11 2.61 -0.47
H 1.60 2.22 -2.05
*
```

Properties
HOMO level: -14.0 eV
lowest unoccupied orbital energy: -4.124 eV
frontier orbital gap: 9.870 eV
energy above the lowest of the compared OMol25 structures with the same formula, charge and spin: 6.548 eV

---

# 19
DFT (ωB97M-V/def2-TZVPD) results for a gas-phase ion, C2H7N2O (charge +1) at a distorted geometry.

ORCA input file:
```
! wB97M-V def2-TZVPD RIJCOSX def2/J DEFGRID3
* xyz 1 3
O 1.23 -2.24 -0.37
N 0.73 -0.90 0.17
N -0.41 0.51 -1.28
C -0.52 0.96 1.09
C -0.07 0.19 -0.08
H 1.04 -2.18 -1.29
H -1.29 1.00 -1.48
H -1.08 1.90 0.64
H -1.23 0.49 1.86
H 0.40 1.32 1.64
H 1.15 -0.99 1.18
H 0.06 -0.06 -2.09
*
```

Properties
HOMO level (alpha / beta): -11.8 / -16.6 eV
lowest unoccupied orbital energy (alpha / beta): -3.932 / -7.656 eV
frontier orbital gap (alpha / beta): 7.834 / 8.956 eV
energy above the lowest of the compared OMol25 structures with the same formula, charge and spin: 1.251 eV
⟨S²⟩: 2.014

---

# 20
DFT (ωB97M-V/def2-TZVPD) results for 2 unconnected molecules or ions with the total composition C2H7N2O2 at a distorted geometry.

ORCA input file:
```
! wB97M-V def2-TZVPD RIJCOSX def2/J DEFGRID3
* xyz -1 1
O 1.37 1.29 -3.47
O 0.15 -0.66 -3.10
N 0.72 0.30 0.68
N -1.21 -0.94 1.76
C 0.45 0.62 -2.92
C -0.06 0.02 1.80
H 1.46 -0.35 0.62
H -0.40 1.25 -2.64
H -0.58 0.89 2.26
H -1.72 -0.64 1.00
H 0.58 -0.24 2.61
H 0.21 0.37 -0.21
H -0.95 -1.92 1.61
*
```

Properties
HOMO level: -4.0 eV
lowest unoccupied orbital energy: 3.710 eV
frontier orbital gap: 7.756 eV
energy above the lowest of the compared OMol25 structures with the same formula, charge and spin: 1.500 eV